#i
ORCA calculation (ωB97M-V with the def2-TZVPD basis set) on C23H33N5O2 in the gas phase.

Summary:
Structure (SMILES) = CCCCNC(=O)CCC(=O)Nc1ccc2nc(N3CCN(C)CC3)cc(C)c2c1
Highest occupied orbital energy = -7.14 eV
HOMO-LUMO gap = 7.79 eV
E_LUMO = 0.6530 eV

```
! RIJCOSX wB97M-V def2-TZVPD def2/J DEFGRID3
* xyz 0 1
C 5.098 7.683 -1.330
C 4.429 6.343 -1.050
C 2.916 6.489 -0.901
C 2.230 5.149 -0.639
N 2.643 4.566 0.619
C 3.291 3.391 0.712
O 3.553 2.706 -0.261
C 3.666 3.008 2.137
C 4.166 1.564 2.254
C 3.001 0.578 2.183
O 2.514 0.090 3.183
N 2.594 0.346 0.914
C 1.511 -0.415 0.463
C 1.203 -0.329 -0.910
C 0.159 -1.033 -1.434
C -0.637 -1.857 -0.611
N -1.672 -2.504 -1.175
C -2.439 -3.274 -0.429
N -3.436 -3.964 -1.070
C -4.673 -4.329 -0.421
C -5.695 -3.195 -0.555
N -5.935 -2.924 -1.960
C -6.968 -1.930 -2.149
C -4.694 -2.546 -2.617
C -3.671 -3.672 -2.469
C -2.185 -3.453 0.960
C -1.145 -2.805 1.562
C -0.865 -2.990 3.021
C -0.324 -1.951 0.770
C 0.758 -1.221 1.287
H 6.172 7.558 -1.434
H 4.712 8.116 -2.250
H 4.910 8.382 -0.518
H 4.642 5.650 -1.866
H 4.845 5.913 -0.137
H 2.500 6.916 -1.814
H 2.693 7.177 -0.080
H 2.494 4.428 -1.415
H 1.142 5.281 -0.632
H 2.474 5.107 1.453
H 2.804 3.155 2.791
H 4.456 3.692 2.463
H 4.654 1.430 3.219
H 4.881 1.362 1.455
H 3.051 0.900 0.193
H 1.808 0.309 -1.539
H -0.089 -0.973 -2.482
H -4.515 -4.562 0.630
H -5.064 -5.219 -0.923
H -6.639 -3.492 -0.092
H -5.312 -2.301 -0.026
H -7.144 -1.799 -3.216
H -7.889 -2.280 -1.684
H -6.705 -0.952 -1.714
H -4.903 -2.372 -3.675
H -4.269 -1.622 -2.187
H -2.724 -3.382 -2.922
H -4.057 -4.579 -2.942
H -2.801 -4.120 1.543
H 0.138 -3.388 3.165
H -0.923 -2.037 3.543
H -1.581 -3.678 3.466
H 1.002 -1.280 2.333
*
```

The molecule's Löwdin atomic charges, reported in e, are given here: -0.1155, -0.2703, -0.2047, -0.1836, 0.0604, -0.4819, 0.0378, -0.0895, -0.0925, -0.4721, 0.0635, 0.1355, -0.2074, -0.0128, -0.0089, -0.2233, 0.1535, -0.2809, -0.0799, -0.1430, -0.1840, -0.2338, -0.1079, -0.1824, -0.1484, 0.0446, -0.2030, -0.0376, -0.1110, 0.0462, 0.0684, 0.0711, 0.0709, 0.1139, 0.1036, 0.1149, 0.1117, 0.1197, 0.1208, 0.1478, 0.1288, 0.1244, 0.1208, 0.1208, 0.1066, 0.1124, 0.1097, 0.1048, 0.1268, 0.1203, 0.1300, 0.0820, 0.0815, 0.0873, 0.1201, 0.1252, 0.1093, 0.1243, 0.1007, 0.0914, 0.0909, 0.0762, 0.0953

#ii
ORCA calculation (ωB97M-V with the def2-TZVPD basis set) on C23H33N5O2 in the gas phase.

Summary:
Structure (SMILES) = CCCCN(CCCC)c1nc2ccccc2nc1[C@@H](C#N)C(=O)NCCCOC
Highest occupied orbital energy = -8.36 eV
HOMO-LUMO gap = 7.98 eV
E_LUMO = -0.3759 eV

```
! RIJCOSX wB97M-V def2-TZVPD def2/J DEFGRID3
* xyz 0 1
C 2.804 -2.944 -1.576
C 3.759 -1.986 -0.874
C 3.826 -2.188 0.646
C 2.914 -1.241 1.443
N 1.496 -1.481 1.264
C 0.999 -2.773 1.711
C -0.319 -2.610 2.468
C -0.803 -3.938 3.042
C -2.129 -3.782 3.776
C 0.801 -0.866 0.266
N -0.083 -1.572 -0.412
C -0.676 -1.027 -1.492
C -1.617 -1.762 -2.236
C -2.136 -1.226 -3.384
C -1.749 0.046 -3.830
C -0.855 0.796 -3.113
C -0.324 0.278 -1.922
N 0.417 1.053 -1.097
C 0.915 0.542 -0.008
C 1.421 1.527 1.028
C 2.612 2.177 0.555
N 3.563 2.671 0.153
C 0.318 2.585 1.315
O -0.161 2.686 2.421
N 0.009 3.334 0.248
C -1.169 4.173 0.222
C -2.286 3.537 -0.606
C -2.789 2.234 0.006
O -3.657 1.614 -0.914
C -4.121 0.366 -0.473
H 1.780 -2.811 -1.238
H 3.097 -3.976 -1.389
H 2.827 -2.773 -2.650
H 3.471 -0.954 -1.093
H 4.757 -2.135 -1.291
H 4.843 -1.989 0.990
H 3.593 -3.226 0.887
H 3.163 -0.225 1.137
H 3.139 -1.344 2.511
H 0.848 -3.446 0.861
H 1.747 -3.206 2.377
H -0.182 -1.887 3.275
H -1.072 -2.214 1.785
H -0.919 -4.659 2.230
H -0.051 -4.332 3.731
H -2.029 -3.077 4.598
H -2.896 -3.413 3.099
H -2.457 -4.737 4.180
H -1.889 -2.747 -1.892
H -2.852 -1.791 -3.964
H -2.172 0.437 -4.743
H -0.551 1.779 -3.436
H 1.617 1.023 1.979
H 0.344 2.997 -0.651
H -0.897 5.142 -0.207
H -1.489 4.316 1.257
H -3.119 4.234 -0.695
H -1.922 3.316 -1.612
H -3.310 2.429 0.956
H -1.944 1.562 0.225
H -3.289 -0.330 -0.303
H -4.761 -0.026 -1.261
H -4.695 0.459 0.457
*
```

The molecule's Löwdin atomic charges, reported in e, are given here: -0.0983, -0.2388, -0.1742, -0.1598, -0.0669, -0.1744, -0.1987, -0.2712, -0.1155, -0.2349, 0.1896, -0.2186, -0.0208, -0.0750, -0.0736, -0.0144, -0.2034, 0.1816, -0.1414, -0.1489, -0.2027, 0.1847, -0.4730, 0.0879, 0.0715, -0.1607, -0.1381, -0.2366, -0.1866, -0.1114, 0.0403, 0.0751, 0.0729, 0.1030, 0.1045, 0.1119, 0.1040, 0.0983, 0.1297, 0.1190, 0.1266, 0.1219, 0.1018, 0.1098, 0.1078, 0.0716, 0.0706, 0.0671, 0.1146, 0.1052, 0.1047, 0.1139, 0.1526, 0.1228, 0.1215, 0.1236, 0.1191, 0.1076, 0.1352, 0.1103, 0.0757, 0.0901, 0.0896

Stability check: which of them is most stable? #i.

#i
ORCA calculation (ωB97M-V with the def2-TZVPD basis set) on 2 unconnected molecules or ions with the total composition C2H6NO3.

Summary:
Highest occupied orbital energy = -3.36 eV
HOMO-LUMO gap = 7.52 eV
E_LUMO = 4.1589 eV

```
! RIJCOSX wB97M-V def2-TZVPD def2/J DEFGRID3
* xyz -1 1
O 0.633 1.612 -1.088
C -0.355 0.984 -0.745
N -0.154 -0.334 -0.440
C -1.367 -1.318 0.174
O -2.564 -1.186 -0.319
H -1.334 1.496 -0.663
H 0.751 -0.804 -0.527
H -1.382 -1.112 1.330
H -0.783 -2.238 -0.059
H 2.271 1.733 0.594
H 1.784 0.321 0.683
O 2.499 0.846 1.060
*
```

The molecule's Löwdin atomic charges, reported in e, are given here: -0.0964, -0.3972, 0.0133, -0.5066, -0.2995, 0.1314, 0.0972, 0.0863, 0.0574, 0.0684, -0.0282, -0.1262

#ii
ORCA calculation (ωB97M-V with the def2-TZVPD basis set) on 2 unconnected molecules or ions with the total composition C2H6NO3.

Summary:
Highest occupied orbital energy = -4.45 eV
HOMO-LUMO gap = 8.58 eV
E_LUMO = 4.1277 eV

```
! RIJCOSX wB97M-V def2-TZVPD def2/J DEFGRID3
* xyz -1 1
C 0.975 0.146 1.649
N 0.341 0.203 0.386
C 0.705 -0.644 -0.689
O -0.184 -0.751 -1.608
O 1.769 -1.315 -0.548
H 0.358 0.692 2.308
H 1.959 0.671 1.551
H 1.168 -0.864 1.990
H -0.501 0.779 0.206
H -1.526 -0.053 -1.593
H -2.492 0.948 -2.112
O -2.573 0.187 -1.539
*
```

The molecule's Löwdin atomic charges, reported in e, are given here: -0.1567, -0.0499, -0.7226, -0.1016, -0.0777, 0.0507, 0.0794, 0.0710, 0.1227, 0.0018, -0.0237, -0.1933

Stability check: which of them is most stable? #ii.

#i
ORCA calculation (ωB97M-V with the def2-TZVPD basis set) on 2 unconnected molecules or ions with the total composition C2H6NO3.

Summary:
Highest occupied orbital energy (alpha / beta) = -2.88 / -2.16 eV
HOMO-LUMO gap (alpha / beta) = 7.26 / 6.29 eV
E_LUMO (alpha / beta) = 4.3798 / 4.1321 eV

```
! RIJCOSX wB97M-V def2-TZVPD def2/J DEFGRID3
* xyz -1 1
C -0.860 -0.912 0.424
C -1.154 0.465 -0.046
N 1.789 -0.319 -0.533
O 2.391 0.244 0.450
O -0.514 1.380 0.866
O -0.577 0.629 -1.336
H -1.007 -0.970 1.493
H -0.677 -1.722 -0.212
H -2.149 0.807 -0.167
H 1.879 -1.337 -0.508
H 0.447 1.283 0.696
H 0.431 0.451 -1.126
*
```

The molecule's Löwdin atomic charges, reported in e, are given here: 0.0651, -0.5460, -0.2224, -0.3409, -0.0744, -0.1367, 0.0443, 0.0213, 0.1101, -0.0054, 0.0532, 0.0318

#ii
ORCA calculation (ωB97M-V with the def2-TZVPD basis set) on a gas-phase ion, C2H6NO3 (charge -1).

Summary:
Structure (SMILES) = CN(O)[C@@H]([O-])O
Highest occupied orbital energy = -3.48 eV
HOMO-LUMO gap = 7.75 eV
E_LUMO = 4.2733 eV

```
! RIJCOSX wB97M-V def2-TZVPD def2/J DEFGRID3
* xyz -1 1
C 0.955 -1.038 0.058
N 0.630 0.192 0.642
O 1.486 1.289 -0.082
C -0.953 0.674 0.397
O -0.916 1.535 -0.564
O -1.621 -0.558 0.064
H 2.069 -1.193 0.015
H 0.557 -1.877 0.553
H 0.405 -1.161 -0.957
H 0.682 1.615 -0.677
H -1.342 0.970 1.389
H -1.950 -0.447 -0.839
*
```

The molecule's Löwdin atomic charges, reported in e, are given here: -0.2187, -0.1568, -0.1984, -0.5772, -0.1996, -0.0952, 0.0806, 0.0360, 0.0915, 0.0511, 0.1144, 0.0724

Stability check: which of them is most stable? #ii.

#i
ORCA calculation (ωB97M-V with the def2-TZVPD basis set) on C18H19Cl4NO4 in the gas phase.

Summary:
Highest occupied orbital energy = -6.51 eV
HOMO-LUMO gap = 4.71 eV
E_LUMO = -1.8008 eV

```
! RIJCOSX wB97M-V def2-TZVPD def2/J DEFGRID3
* xyz 0 1
Cl 1.720 0.861 1.585
C 0.355 1.828 1.998
C 0.483 2.916 2.844
Cl 2.029 3.476 3.334
C -0.654 3.771 3.234
O -0.542 4.883 3.725
C -1.949 3.148 2.891
Cl -3.338 3.902 3.549
C -2.070 2.081 2.018
Cl -3.645 1.548 1.578
C -0.910 1.496 1.398
O -0.940 1.035 0.166
C -0.603 2.438 -3.449
O 0.466 1.862 -2.685
C 0.345 0.538 -2.518
O -0.544 -0.121 -3.029
C 1.448 -0.020 -1.641
C 2.718 -0.307 -2.467
C 2.977 -1.801 -2.319
C 2.073 -2.305 -1.188
N 1.059 -1.278 -1.017
C 0.166 -1.356 -0.006
C -1.097 -0.644 -0.088
C -2.314 -1.289 0.584
C -2.043 -2.351 1.634
C -0.623 -2.269 2.180
C 0.393 -2.393 1.038
H -0.351 3.491 -3.459
H -0.608 2.049 -4.465
H -1.572 2.251 -2.972
H 1.642 0.711 -0.842
H 2.617 0.023 -3.516
H 3.528 0.287 -2.009
H 2.707 -2.325 -3.251
H 4.033 -1.996 -2.067
H 1.630 -3.277 -1.461
H 2.701 -2.434 -0.283
H -1.351 -0.532 -1.141
H -2.904 -0.495 1.034
H -2.929 -1.773 -0.189
H -2.769 -2.263 2.448
H -2.219 -3.320 1.148
H -0.496 -1.315 2.711
H -0.401 -3.040 2.930
H 0.371 -3.407 0.606
H 1.410 -2.282 1.429
*
```

The molecule's Löwdin atomic charges, reported in e, are given here: 0.7925, -0.5830, -0.6134, 0.6972, -0.5107, -0.0007, -0.6220, 0.6978, -0.5924, 0.7482, -0.4088, -0.0284, -0.0232, -0.0114, -0.4582, 0.1057, -0.1817, -0.0874, -0.1378, -0.1264, 0.0171, -0.1332, -0.0961, -0.1426, -0.1857, -0.1669, -0.1286, 0.0961, 0.0964, 0.1071, 0.0971, 0.1332, 0.1285, 0.1211, 0.1210, 0.1396, 0.1327, 0.1263, 0.0203, 0.1292, 0.1180, 0.1145, 0.1208, 0.1210, 0.1406, 0.1163

#ii
ORCA calculation (ωB97M-V with the def2-TZVPD basis set) on C18H19Cl4NO4 in the gas phase.

Summary:
Highest occupied orbital energy = -7.52 eV
HOMO-LUMO gap = 7.12 eV
E_LUMO = -0.4014 eV

```
! RIJCOSX wB97M-V def2-TZVPD def2/J DEFGRID3
* xyz 0 1
Cl -3.271 -1.026 3.684
C -3.053 -0.131 2.230
C -1.801 -0.009 1.694
Cl -0.449 -0.287 2.699
C -1.474 0.804 0.352
O -0.936 1.916 0.783
C -2.848 1.244 -0.348
O -2.763 1.816 -1.418
C -4.110 1.059 0.359
Cl -5.480 1.535 -0.522
C -4.216 0.426 1.583
Cl -5.742 0.288 2.334
C 2.774 3.618 -1.653
O 2.762 2.725 -0.527
C 2.226 1.523 -0.801
O 1.969 1.162 -1.941
C 1.967 0.737 0.478
C 3.246 0.582 1.327
C 3.694 -0.859 1.133
C 2.439 -1.637 0.737
N 1.530 -0.631 0.175
C 0.281 -0.919 -0.114
C -0.619 0.114 -0.692
C -1.179 -0.565 -1.975
C -1.983 -1.837 -1.747
C -1.693 -2.447 -0.374
C -0.212 -2.322 0.020
H 3.034 4.587 -1.225
H 3.523 3.288 -2.381
H 1.785 3.651 -2.126
H 1.169 1.287 1.010
H 4.002 1.325 1.053
H 2.936 0.753 2.363
H 4.437 -0.934 0.331
H 4.135 -1.281 2.040
H 2.639 -2.440 0.015
H 1.999 -2.104 1.635
H 0.000 0.915 -1.099
H -1.701 0.156 -2.612
H -0.266 -0.846 -2.526
H -3.063 -1.646 -1.879
H -1.701 -2.537 -2.552
H -2.287 -1.912 0.379
H -2.010 -3.497 -0.342
H 0.400 -2.982 -0.618
H -0.091 -2.663 1.061
*
```

The molecule's Löwdin atomic charges, reported in e, are given here: 0.6657, -0.7277, -0.5563, 0.8031, -0.5636, -0.1194, -0.3353, 0.0704, -0.6194, 0.7403, -0.6885, 0.7113, -0.0253, -0.0283, -0.4230, 0.1070, -0.1506, -0.0901, -0.1380, -0.1097, 0.0387, -0.1483, -0.1639, -0.1142, -0.1691, -0.1556, -0.1027, 0.0970, 0.0988, 0.1059, 0.1379, 0.1248, 0.1248, 0.1198, 0.1182, 0.1365, 0.1279, 0.1323, 0.1206, 0.1259, 0.1210, 0.1141, 0.0997, 0.1216, 0.1441, 0.1214

Stability check: which of them is most stable? #ii.

#i
ORCA calculation (ωB97M-V with the def2-TZVPD basis set) on 2 unconnected molecules or ions with the total composition C2H6N4O2.

Summary:
Highest occupied orbital energy = -19.06 eV
HOMO-LUMO gap = 11.59 eV
E_LUMO = -7.4689 eV

```
! RIJCOSX wB97M-V def2-TZVPD def2/J DEFGRID3
* xyz 2 1
C -0.257 -0.477 -1.145
C 0.684 1.204 1.971
N 0.772 0.014 1.801
N -1.045 0.220 -1.699
N 1.654 -0.970 2.298
N -1.873 0.579 -2.763
O 0.513 -1.062 -0.531
O 0.490 2.311 1.940
H 2.255 -0.547 3.106
H 2.291 -1.333 1.466
H 0.893 -1.642 2.659
H -2.849 0.565 -2.344
H -1.827 -0.275 -3.353
H -1.702 1.412 -3.406
*
```

The molecule's Löwdin atomic charges, reported in e, are given here: -0.2574, -0.2664, 0.0447, 0.1246, 0.1990, 0.2413, 0.2118, 0.3148, 0.2381, 0.2404, 0.2287, 0.2303, 0.2084, 0.2416

#ii
ORCA calculation (ωB97M-V with the def2-TZVPD basis set) on a gas-phase ion, C2H6N4O2 (charge +2).

Summary:
Structure (SMILES) = N/C(=[NH+]/C=[NH2+])[N+](=O)[O-]
Highest occupied orbital energy = -20.80 eV
HOMO-LUMO gap = 10.24 eV
E_LUMO = -10.5664 eV

```
! RIJCOSX wB97M-V def2-TZVPD def2/J DEFGRID3
* xyz 2 1
N -1.347 1.847 -0.168
C -0.819 0.716 0.014
N 0.583 0.229 -0.078
C 1.186 -1.047 -0.008
N 2.427 -1.222 0.190
N -1.965 -0.445 0.119
O -3.059 0.047 0.351
O -1.587 -1.501 -0.233
H -2.353 1.959 -0.017
H -0.965 2.820 -0.235
H 1.193 1.150 -0.207
H 0.523 -1.925 0.006
H 2.908 -2.125 0.158
H 3.274 -0.502 0.108
*
```

The molecule's Löwdin atomic charges, reported in e, are given here: 0.3241, -0.0292, 0.1657, -0.0502, 0.2519, -0.2627, 0.1800, 0.1866, 0.1783, 0.2200, 0.2367, 0.1708, 0.1806, 0.2475

Stability check: which of them is most stable? #i.

#i
ORCA calculation (ωB97M-V with the def2-TZVPD basis set) on C3H4S in the gas phase.

Summary:
Structure (SMILES) = S=C1CC1
Highest occupied orbital energy = -8.41 eV
HOMO-LUMO gap = 8.24 eV
E_LUMO = -0.1726 eV

```
! RIJCOSX wB97M-V def2-TZVPD def2/J DEFGRID3
* xyz 0 1
S 2.518 0.035 0.020
C 0.863 -0.010 -0.023
C -0.425 -0.708 0.040
C -0.408 0.795 -0.005
H -0.769 -1.218 -0.790
H -0.468 -1.495 0.813
H -0.518 1.477 0.806
H -0.794 1.123 -0.862
*
```

The molecule's Löwdin atomic charges, reported in e, are given here: 0.6417, -0.7424, -0.1514, -0.1087, 0.0797, 0.1216, 0.1009, 0.0585

#ii
ORCA calculation (ωB97M-V with the def2-TZVPD basis set) on 2 unconnected molecules or ions with the total composition C3H4S.

Summary:
Structure (SMILES) = C#C.C=S
Highest occupied orbital energy = -8.71 eV
HOMO-LUMO gap = 8.45 eV
E_LUMO = -0.2640 eV

```
! RIJCOSX wB97M-V def2-TZVPD def2/J DEFGRID3
* xyz 0 1
C 0.671 -0.068 -0.748
C 0.087 0.856 -0.271
H 1.002 -1.056 -0.904
H -0.245 1.852 -0.119
C -0.499 0.366 3.123
S -1.114 -0.764 2.169
H 0.676 0.541 3.137
H -1.143 1.039 3.740
*
```

The molecule's Löwdin atomic charges, reported in e, are given here: -0.0157, -0.0651, 0.0169, 0.0234, -0.6162, 0.6009, 0.0504, 0.0053

Stability check: which of them is most stable? #i.